Entry from the OMol25 dataset: C3H6N2O in the gas phase (ωB97M-V with the def2-TZVPD basis set).

```
12
Properties=species:S:1:pos:R:3:lowdin_charge:R:1
C 0.20560 -0.14313 -0.41126 -0.51
N -0.01839 -0.44043 -1.78034 0.10
C -0.64158 0.77768 0.57296 -0.27
C -0.48613 -0.64250 0.79723 -0.04
O -0.01287 1.77734 1.32861 -0.02
N 1.20909 -0.81534 0.26596 0.12
H 0.47801 1.35701 2.05219 0.10
H 0.74934 -0.09922 -2.35024 0.09
H -0.88015 -0.03359 -2.12776 0.08
H 1.35413 -1.71607 -0.20309 0.09
H -1.55908 1.10627 0.09616 0.14
H -0.39797 -1.12803 1.75959 0.11
```

As for the calculated total energy: -8231.377 eV. The calculation puts the gap between HOMO and LUMO at 0.3512 hartree. The calculation puts the molar mass at 86.09 g/mol. As for the lowest unoccupied orbital energy: 0.955 eV. The SMILES is N[C@@]12N[C@H]1[C@H]2O. For the relative energy (zero: lowest compared OMol25 entry of this formula, charge and spin), the calculation gives 513.5 kJ/mol.

Entry from the OMol25 dataset: C3H6N2O in the gas phase (ωB97M-V with the def2-TZVPD basis set).

```
12
Properties=species:S:1:pos:R:3:lowdin_charge:R:1
C -0.02430 -0.73610 0.63523 -0.17
C -0.75557 -2.01776 0.34819 -0.08
O -0.35847 0.00361 -0.67175 -0.18
N -0.18283 1.34721 -0.83958 0.06
N 1.41409 3.12842 -1.00109 0.14
C 0.71743 2.15068 -0.81446 -0.29
H 1.40736 3.95318 -0.43317 0.06
H -0.44505 -0.15842 1.46293 0.11
H 1.06385 -0.83765 0.69476 0.11
H -0.08960 -2.86610 0.22683 0.07
H -1.55637 -2.21354 1.05384 0.07
H -1.19054 -1.75352 -0.66175 0.10
```

As for the calculated total energy: -8232.147 eV. The calculation puts the gap between HOMO and LUMO at 0.3725 hartree. The calculation puts the molar mass at 86.09 g/mol. As for the lowest unoccupied orbital energy: 0.812 eV. The SMILES is CCON=C=N. For the relative energy (zero: lowest compared OMol25 entry of this formula, charge and spin), the calculation gives 439.2 kJ/mol.

Entry from the OMol25 dataset: a molecular structure, C3H6N2O (ωB97M-V with the def2-TZVPD basis set).

```
12
Properties=species:S:1:pos:R:3:lowdin_charge:R:1
N 0.03945 1.18367 0.98585 0.00
C -0.25239 0.68612 -0.35634 -0.20
C -0.18591 -0.82850 -0.33277 -0.56
O -0.71955 -1.41811 0.76283 0.04
C -0.21553 -1.60885 -1.60322 -0.05
N 1.00996 -1.66385 -1.22606 0.11
H 1.03319 1.35367 1.10226 0.08
H -0.44395 2.05387 1.17665 0.08
H -1.28392 0.95605 -0.61382 0.13
H 0.39840 1.07040 -1.15078 0.12
H 1.18222 -1.00203 -0.23499 0.14
H -0.56197 -0.78244 1.49038 0.10
```

As for the calculated total energy: -8231.441 eV. The calculation puts the gap between HOMO and LUMO at 0.3479 hartree. The calculation puts the molar mass at 86.09 g/mol. As for the lowest unoccupied orbital energy: 0.506 eV. For the relative energy (zero: lowest compared OMol25 entry of this formula, charge and spin), the calculation gives 507.3 kJ/mol.